1.
The following is a DFT calculation (ωB97M-V with the def2-TZVPD basis set) of a 2-piece molecular cluster, C6H13NO overall at a distorted geometry.

The geometry in XYZ format:
```
21
Properties=species:S:1:pos:R:3:forces:R:3
C 2.270290 -0.860675 -2.152105 0.3 -0.2 -1.0
N 1.259683 -0.927320 -1.415693 0.1 -0.1 1.0
C 0.832501 0.245398 -0.748182 -1.0 -0.1 -0.4
C 0.870118 0.419942 0.563870 -0.2 0.1 -0.2
C 0.308236 1.603438 1.296270 -0.3 0.0 0.6
C -1.233964 1.554777 1.634688 1.2 -0.3 0.0
C -2.046823 0.630528 0.745211 -1.1 1.0 0.2
H 2.783807 0.064316 -2.436030 0.0 0.1 0.4
H 2.622693 -1.764569 -2.648353 -0.1 0.0 0.1
H 0.215738 0.881512 -1.384465 0.4 0.4 0.1
H 1.261613 -0.383671 1.172379 0.3 -0.1 0.0
H 0.519215 2.569109 0.842936 0.2 -0.2 -0.5
H 0.853758 1.627103 2.243424 -0.1 0.2 0.0
H -1.590598 2.575511 1.542196 -0.2 0.1 0.2
H -1.269330 1.255875 2.683282 -0.5 0.0 0.0
H -3.110461 0.727363 0.995625 0.1 -0.2 0.4
H -2.072875 1.024577 -0.273976 0.6 -0.6 -0.2
H -1.763390 -0.407591 0.853298 0.1 -0.1 -0.4
O 0.016565 -3.860329 -1.380841 -0.6 0.1 0.4
H -0.949044 -3.878025 -1.308832 0.2 -0.3 -0.2
H 0.222268 -3.097274 -0.824702 0.4 0.1 -0.3
```
Positions in Å, forces in eV/Å.

Calculated values
Highest occupied orbital energy = -8.85 eV
Maximum force = 1.52 eV/Å
Total charge = 0

---

2.
The following is a DFT calculation (ωB97M-V with the def2-TZVPD basis set) of an isolated ion of composition C4H11INO and charge +1 at a distorted geometry.

The geometry in XYZ format:
```
18
Properties=species:S:1:pos:R:3:forces:R:3
C 1.381298 0.134101 0.984778 1.3 2.9 1.5
N 0.834633 0.845975 -0.233425 -1.7 0.9 0.8
C -0.711531 1.028630 -0.207827 -0.7 -3.1 2.5
O -0.968231 1.066541 -1.517755 -1.6 0.4 -2.0
C -1.442422 -0.269607 0.548634 -0.6 2.8 -0.9
C -1.148901 -1.598882 -0.033451 2.0 -0.4 0.4
I -3.602929 0.251167 0.334644 0.8 -0.1 0.0
H 0.997417 0.483665 2.028759 0.5 0.1 -2.3
H 1.106220 -0.846458 0.919382 -0.4 -2.4 -0.3
H 2.483878 0.212094 0.956985 -0.6 0.0 0.1
H 0.896846 0.284298 -1.114177 0.7 0.6 0.7
H 1.180332 1.834895 -0.353552 0.1 -1.5 -0.1
H -1.037876 1.885439 0.354622 0.5 0.7 0.3
H -1.949401 1.152491 -1.692418 1.2 -0.1 0.3
H -1.361750 -0.246788 1.659989 0.3 0.1 -1.0
H -0.973437 -1.807475 -1.096104 -1.1 0.6 0.1
H -0.161106 -1.818265 0.366257 0.2 -0.5 0.1
H -1.734699 -2.311157 0.485930 -0.9 -1.0 -0.1
```
Positions in Å, forces in eV/Å.

Calculated values
Highest occupied orbital energy = -13.25 eV
Maximum force = 3.98 eV/Å
Total charge = +1

---

3.
The following is a DFT calculation (ωB97M-V with the def2-TZVPD basis set) of a 9-piece molecular cluster, C43H43F40N3O8S overall at a distorted geometry.

The geometry in XYZ format:
```
138
Properties=species:S:1:pos:R:3:forces:R:3
F -15.961016 -0.450532 11.864741 0.0 0.0 -0.1
C -15.997161 0.891272 12.050630 -0.3 -0.1 0.7
F -14.931809 1.448093 11.437042 0.0 0.0 -0.2
C -17.307727 1.456301 11.488224 0.2 0.0 -0.2
F -18.302261 1.096025 12.337908 0.0 0.0 0.1
F -17.583618 0.889715 10.293272 0.1 0.1 -0.1
C -17.271592 2.961296 11.332138 -0.7 -0.1 -0.3
O -16.920254 3.462579 12.609073 0.1 0.1 0.1
C -16.509357 4.757190 12.671783 0.1 -0.6 -0.2
F -15.459955 4.958213 11.842418 0.0 0.3 0.0
F -17.495857 5.592941 12.297344 0.0 0.3 -0.1
C -16.138102 5.002554 14.125456 0.3 -1.3 1.2
F -15.174203 4.080629 14.474812 0.1 0.4 -0.4
F -15.664409 6.219168 14.356895 -0.1 0.4 -0.3
H -15.944678 1.086348 13.124407 0.1 0.1 -0.1
H -18.280728 3.279139 11.052850 0.1 0.1 0.0
H -16.572746 3.244152 10.546731 0.1 0.0 0.1
H -16.964903 4.738212 14.791360 -0.3 0.6 -0.2
F -10.021602 -5.168344 12.396500 -0.1 -0.1 -0.1
C -10.747076 -5.111001 13.542690 0.2 0.6 0.5
F -11.971597 -4.622572 13.269087 0.1 -0.3 0.0
C -10.827674 -6.498838 14.162290 -0.2 -0.5 -0.4
F -11.377969 -7.358779 13.261877 0.1 0.1 -0.1
F -11.647787 -6.463636 15.231633 0.0 0.2 0.1
C -9.473755 -7.058178 14.539205 0.2 -0.2 0.0
O -9.032569 -6.359596 15.695862 -0.2 0.2 -0.2
C -8.022886 -6.947186 16.364246 -0.4 -0.1 0.2
F -8.409012 -8.139455 16.878315 0.1 0.0 0.0
F -6.980351 -7.201529 15.541338 0.3 0.0 0.1
C -7.593769 -5.984294 17.472374 0.3 0.4 -0.1
F -8.682355 -5.545019 18.140514 0.1 -0.2 0.1
F -6.763505 -6.615776 18.326042 -0.1 0.0 0.0
H -10.238332 -4.430560 14.233154 -0.1 0.0 0.0
H -8.753155 -6.910872 13.734254 -0.2 0.0 -0.1
H -9.584515 -8.126653 14.727076 -0.1 0.0 0.1
H -7.081406 -5.120073 17.037833 0.0 -0.1 0.0
F -11.897297 6.171939 17.598050 -0.2 0.0 0.1
C -12.899789 6.733180 16.861442 0.8 -0.6 -0.7
F -13.217303 5.860444 15.868715 -0.2 0.0 0.5
C -14.093149 7.006225 17.780167 -0.3 1.0 -1.3
F -14.477506 5.916093 18.441298 0.3 -0.3 0.5
F -15.136327 7.326870 16.952781 0.2 0.1 0.1
C -13.777262 8.149455 18.742283 0.1 -0.6 1.0
O -13.532531 9.408663 18.138940 -0.2 -0.2 -0.3
C -14.568025 10.285494 18.033656 0.2 0.0 0.2
F -15.559450 9.849216 17.248178 -0.2 0.0 0.0
F -15.114014 10.529222 19.254467 0.0 0.0 0.0
C -14.001864 11.598223 17.492222 0.6 -0.1 0.0
F -13.488803 11.387962 16.255806 -0.2 0.0 0.0
F -14.983223 12.508796 17.408381 -0.1 0.1 0.0
H -12.466630 7.601875 16.361763 -0.4 0.4 0.2
H -12.850185 7.882798 19.253240 0.1 0.0 -0.1
H -14.523850 8.171620 19.539525 -0.3 0.2 -0.3
H -13.191969 11.953832 18.132652 -0.1 0.1 0.1
F -7.258882 1.625761 12.217554 -0.1 -0.1 0.0
C -6.668972 2.607976 11.516553 0.8 0.2 -0.2
F -5.519942 2.125697 10.956134 -0.3 -0.2 0.0
C -7.585006 3.102710 10.402638 -0.4 0.5 0.2
F -8.599622 3.796507 11.010019 0.2 0.0 0.0
F -8.165923 2.081987 9.740820 0.2 -0.2 0.0
C -6.917266 4.004829 9.386274 -0.4 -0.5 -0.1
O -6.303051 5.087413 10.069283 -0.2 0.1 -0.1
C -5.781831 6.010824 9.225211 1.1 -0.6 -0.3
F -4.729545 5.471939 8.540256 -0.2 0.2 0.1
F -6.669976 6.405045 8.288308 0.0 0.1 0.0
C -5.360863 7.218144 10.047489 -1.6 0.9 1.1
F -4.676074 6.860205 11.158122 0.6 -0.2 -0.5
F -4.696113 8.133734 9.335745 0.5 -0.3 -0.2
H -6.362347 3.431260 12.163362 -0.3 -0.1 0.2
H -7.725815 4.357013 8.746470 0.1 0.0 -0.1
H -6.195965 3.425356 8.811736 0.1 0.1 0.0
H -6.287192 7.683171 10.417753 0.1 0.0 -0.2
F -12.320011 2.104914 15.056271 0.3 -0.1 0.2
C -12.180076 2.717037 13.861858 -0.8 0.7 -0.6
F -12.170048 4.058204 14.063127 0.3 -0.2 0.0
C -10.918429 2.270590 13.135515 0.2 -0.2 -0.1
F -9.810960 2.857676 13.646140 -0.1 0.0 0.4
F -11.015232 2.686951 11.847823 -0.2 0.1 0.0
C -10.711410 0.774131 13.159274 0.6 0.0 0.0
O -11.841256 0.189347 12.526738 0.0 -0.1 0.0
C -11.718992 -1.141496 12.273084 -0.4 0.7 0.1
F -10.686346 -1.380075 11.449594 0.1 -0.3 0.0
F -11.494118 -1.811644 13.431898 0.2 -0.2 -0.1
C -13.039984 -1.616133 11.664065 -0.1 -0.3 -0.2
F -13.234429 -0.993014 10.486617 0.1 0.0 -0.1
F -12.945961 -2.948196 11.433358 0.0 0.2 0.0
H -13.046757 2.488669 13.235108 0.0 -0.1 0.1
H -10.585620 0.409702 14.179169 -0.1 0.1 0.0
H -9.783222 0.589401 12.611363 -0.1 -0.1 -0.1
H -13.896605 -1.413640 12.306926 0.1 -0.1 0.1
C -11.062731 0.427812 22.575145 -0.6 -0.2 0.1
C -10.772565 1.439395 21.497112 0.8 -0.4 0.1
O -12.042499 1.865904 20.989862 -0.2 0.5 -0.3
S -12.055876 2.558324 19.545443 0.5 -1.4 0.2
C -12.240899 1.096946 18.546696 -0.6 0.4 0.2
O -13.263723 3.289550 19.469227 -0.4 0.5 0.0
O -10.769982 3.138087 19.325012 0.0 0.3 -0.2
H -11.711438 0.859206 23.339152 0.2 0.1 0.1
H -10.167275 0.018821 23.037789 0.1 0.2 0.0
H -11.633644 -0.404017 22.155703 0.1 0.0 -0.1
H -10.190423 2.293181 21.844055 -0.2 0.1 0.1
H -10.163819 0.986242 20.707388 -0.2 0.0 -0.1
H -12.474108 1.427541 17.536640 0.3 -0.1 -0.1
H -13.122881 0.593389 18.937867 0.1 -0.1 0.0
H -11.365059 0.464309 18.632306 0.1 0.0 -0.2
C -8.270010 5.650263 13.913319 0.0 -0.2 -0.1
C -8.555796 6.148539 15.164023 -0.3 0.2 0.4
C -7.640896 7.003972 15.767595 0.3 -0.7 0.0
N -6.467093 7.291531 15.221120 0.0 0.6 -0.2
C -6.204707 6.823412 14.000453 0.4 -0.5 0.4
C -7.051252 5.964646 13.326552 -0.7 0.1 -0.3
H -8.984945 5.017799 13.405005 0.1 -0.1 0.0
H -9.469534 5.881798 15.683229 0.0 0.1 -0.1
H -7.812592 7.393394 16.764384 -0.1 0.1 0.0
H -5.224386 7.064978 13.608191 -0.1 0.1 -0.1
H -6.845727 5.559068 12.345121 0.3 0.2 0.0
C -12.633788 -6.501570 10.450077 0.1 -0.1 0.7
C -12.601918 -7.885697 10.412686 -0.1 0.4 -0.5
C -13.716041 -8.530062 9.894520 0.4 -0.5 0.5
N -14.809054 -7.913332 9.470853 -0.2 -0.2 0.1
C -14.852224 -6.589691 9.585153 0.2 -0.2 -0.3
C -13.788138 -5.847343 10.074429 -0.3 0.4 -0.2
H -11.825240 -5.941961 10.902530 0.1 0.0 -0.3
H -11.735002 -8.437590 10.744279 0.0 -0.1 0.0
H -13.713889 -9.617099 9.907228 -0.2 0.0 -0.3
H -15.775856 -6.142732 9.235600 0.1 0.2 0.1
H -13.861128 -4.771344 10.171516 0.0 -0.1 -0.1
C -12.843980 7.597145 13.191122 0.0 0.2 -0.2
C -13.339074 8.871306 13.421783 -0.2 0.3 -0.4
C -12.448851 9.880320 13.755602 0.1 0.1 0.7
N -11.143809 9.696747 13.946895 0.0 0.1 -0.1
C -10.695748 8.460463 13.788745 0.2 -0.4 0.1
C -11.500810 7.389968 13.435042 0.0 -0.4 -0.1
H -13.430635 6.798201 12.757442 -0.3 0.0 0.4
H -14.374565 9.157222 13.283756 0.0 -0.3 0.0
H -12.797315 10.882875 13.968439 -0.1 0.0 -0.2
H -9.637398 8.277259 13.937573 0.0 0.2 0.1
H -11.100604 6.387890 13.344813 0.2 0.1 -0.1
```
Positions in Å, forces in eV/Å.

Calculated values
Highest occupied orbital energy = -9.49 eV
Maximum force = 2.14 eV/Å
Total charge = 0

---

Respective HOMO-LUMO gap values: 9.729 9.804 9.455 eV.